Entry from the Open Molecules 2025 dataset: a molecular structure, C30H56As3MoN2OSb (ωB97M-V/def2-TZVPD).

Summary:
Kohn-Sham gap (alpha / beta)	7.97 / 6.36	eV
E_LUMO (alpha / beta)	-10.933 / -12.490	eV
multiplicity	3
net charge	+4
HOMO energy (alpha / beta)	-0.695 / -0.693	Eh

```
94
Properties=species:S:1:pos:R:3:lowdin_spin:R:1
Mo -0.24 0.11 0.57 1.00
N 1.64 0.56 1.64 0.02
C 2.30 1.76 1.11 0.00
C 3.52 2.17 1.57 0.00
C 4.13 3.33 1.04 0.00
C 3.49 4.05 0.06 0.00
C 2.22 3.64 -0.42 0.00
C 1.52 4.34 -1.42 0.00
C 0.30 3.89 -1.84 0.00
C -0.23 2.74 -1.24 0.00
N 0.39 2.04 -0.30 0.00
C 1.62 2.48 0.12 0.00
H 2.29 -0.22 1.59 0.01
H 1.48 0.69 2.64 0.00
H 4.04 1.61 2.34 0.00
H 5.09 3.65 1.41 0.00
H 3.94 4.94 -0.35 0.00
H 1.96 5.23 -1.86 0.00
H -0.27 4.40 -2.60 0.00
H -1.20 2.37 -1.55 0.00
C -1.81 -3.46 0.86 0.00
As -0.08 -2.59 0.76 0.00
C 0.81 -3.18 2.37 0.00
C 0.92 -3.71 -0.51 0.01
C 0.78 -3.48 -2.02 0.01
C -0.69 -3.32 -2.42 0.00
C 1.60 -2.24 -2.42 0.00
As 0.93 -0.48 -1.86 0.00
C -0.26 -0.02 -3.33 0.00
C 2.50 0.57 -2.32 0.00
C 1.29 -4.73 -2.77 0.10
As 3.17 -5.28 -2.68 0.61
C 3.30 -7.18 -2.47 0.09
C 4.15 -4.73 -4.24 0.09
H -1.65 -4.54 0.84 0.00
H -2.45 -3.16 0.04 0.00
H -2.29 -3.20 1.81 0.00
H 0.80 -4.27 2.39 0.00
H 0.30 -2.82 3.26 0.00
H 1.85 -2.84 2.38 0.00
H 0.56 -4.71 -0.24 0.00
H 1.97 -3.65 -0.20 0.01
H -1.15 -2.47 -1.90 0.00
H -1.26 -4.21 -2.17 0.00
H -0.79 -3.15 -3.49 0.00
H 1.67 -2.16 -3.51 0.00
H 2.62 -2.31 -2.03 0.01
H 0.18 -0.38 -4.26 0.00
H -0.35 1.07 -3.39 0.00
H -1.25 -0.45 -3.20 0.00
H 2.88 0.21 -3.28 0.00
H 3.27 0.47 -1.56 0.00
H 2.23 1.62 -2.43 0.00
H 1.12 -4.61 -3.85 0.01
H 0.73 -5.61 -2.45 0.00
H 2.77 -7.51 -1.58 0.00
H 4.35 -7.46 -2.42 0.00
H 2.85 -7.62 -3.37 0.02
H 4.15 -3.64 -4.35 0.00
H 3.66 -5.19 -5.10 0.02
H 5.17 -5.10 -4.15 0.00
O -1.58 -1.11 3.13 -0.01
C -1.11 -0.60 2.22 -0.02
C -1.91 1.70 4.86 0.00
C -2.96 1.55 3.76 0.00
C -4.15 2.47 4.00 0.00
Sb -2.01 2.00 1.87 -0.02
C -1.60 4.12 2.08 -0.01
C -2.21 4.91 0.94 0.00
C -0.13 4.44 2.33 0.00
C -3.34 1.64 0.21 0.01
C -4.82 1.73 0.56 0.00
C -3.01 0.27 -0.40 0.00
H -2.36 1.45 5.82 0.00
H -1.55 2.73 4.92 0.00
H -1.05 1.03 4.73 0.00
H -3.31 0.52 3.68 0.00
H -3.85 3.51 4.15 0.00
H -4.65 2.15 4.92 0.00
H -4.90 2.43 3.21 0.00
H -2.17 4.29 2.99 0.00
H -1.69 4.76 0.00 0.00
H -2.15 5.98 1.18 0.00
H -3.27 4.69 0.79 0.00
H 0.47 4.31 1.44 0.00
H 0.30 3.85 3.14 0.00
H -0.05 5.49 2.63 0.00
H -3.10 2.43 -0.51 0.00
H -5.10 1.01 1.34 0.00
H -5.43 1.51 -0.33 0.00
H -5.10 2.73 0.89 0.00
H -3.28 -0.55 0.27 0.00
H -1.93 0.17 -0.73 0.00
H -3.56 0.13 -1.33 0.00
```

Entry from the Open Molecules 2025 dataset: a single C7H8N2O molecule in a non-equilibrium geometry (ωB97M-V/def2-TZVPD).

Summary:
Kohn-Sham gap	9.80	eV
E_LUMO	0.566	eV
ΔE to the lowest compared entry with this formula, charge and spin	311.1	kJ/mol
SMILES	CC(=O)Nc1ccccn1
HOMO energy	-0.339	Eh

```
18
Properties=species:S:1:pos:R:3:nbo_charge:R:1
C 2.26 0.81 0.75 -0.74
C 2.35 -0.41 -0.18 0.71
O 3.42 -0.66 -0.58 -0.56
N 1.16 -1.07 -0.41 -0.65
C -0.18 -0.59 -0.28 0.33
C -0.52 0.68 -0.53 -0.28
C -1.89 1.03 -0.48 -0.16
C -2.72 0.10 -0.07 -0.29
C -2.33 -1.15 0.20 0.05
N -1.02 -1.55 0.12 -0.44
H 2.39 1.68 0.22 0.23
H 1.53 1.06 1.40 0.22
H 3.10 0.90 1.15 0.23
H 1.34 -2.23 -0.18 0.44
H 0.33 1.31 -1.03 0.24
H -2.24 2.05 -0.80 0.24
H -4.03 0.18 0.02 0.22
H -2.95 -2.15 0.68 0.22
```

Entry from the Open Molecules 2025 dataset: a single C4H10N4 molecule in a non-equilibrium geometry (ωB97M-V/def2-TZVPD).

Summary:
Kohn-Sham gap	9.51	eV
E_LUMO	0.804	eV
ΔE to the lowest compared entry with this formula, charge and spin	224.3	kJ/mol
SMILES	[H]/N=C(/N)CC/C=N\N
HOMO energy	-0.320	Eh

```
18
Properties=species:S:1:pos:R:3:nbo_charge:R:1
H -3.02 0.55 -0.83 0.33
N -2.60 -0.36 -0.47 -0.69
C -1.51 -0.15 0.11 0.44
N -0.86 -1.23 0.68 -0.82
C -0.89 1.23 0.19 -0.46
C 0.50 1.23 -0.42 -0.49
C 1.65 0.74 0.47 0.04
N 2.21 -0.39 0.32 -0.23
N 1.64 -0.99 -0.80 -0.71
H -1.52 -1.92 0.80 0.39
H -0.45 -0.98 1.50 0.37
H -1.63 1.79 -0.37 0.22
H -0.85 1.51 1.28 0.22
H 0.63 0.73 -1.35 0.25
H 0.70 2.40 -0.64 0.21
H 1.99 1.43 1.17 0.18
H 0.65 -1.17 -0.71 0.38
H 2.22 -1.83 -1.05 0.37
```

Entry from the Open Molecules 2025 dataset: 19 unconnected molecules or ions with the total composition C2H42NO18 in a non-equilibrium geometry (ωB97M-V/def2-TZVPD).

Summary:
Kohn-Sham gap (alpha / beta)	9.14 / 4.62	eV
E_LUMO (alpha / beta)	-7.322 / -11.843	eV
multiplicity	2
net charge	+2
HOMO energy (alpha / beta)	-0.605 / -0.605	Eh

```
63
Properties=species:S:1:pos:R:3:lowdin_spin:R:1
C -2.11 0.57 -0.18 0.33
C -0.84 0.17 0.07 0.29
N -3.24 -0.29 0.08 0.04
H -2.41 1.54 -0.57 0.01
H 0.02 0.78 -0.16 0.01
H -0.59 -0.80 0.48 0.00
H -2.89 -1.26 0.29 0.00
H -3.81 0.08 0.85 0.01
H -3.82 -0.36 -0.83 0.01
H -3.94 0.93 3.38 0.00
H -4.54 1.78 2.21 0.00
O -3.82 1.17 2.45 0.00
H -0.55 2.77 0.89 0.00
H -0.04 4.10 0.34 0.00
O -0.03 3.15 0.14 0.00
H 2.87 -2.32 -1.29 0.00
H 2.49 -2.96 0.07 0.00
O 3.24 -2.71 -0.48 0.00
H -0.41 2.89 -1.54 0.00
H 0.46 2.32 -2.69 0.00
O -0.46 2.61 -2.47 0.01
H -1.55 1.54 -3.16 0.00
H -2.20 1.18 -4.51 0.00
O -2.16 0.89 -3.59 0.00
H 5.84 -1.12 0.13 0.00
H 4.49 -1.85 0.29 0.00
O 5.10 -1.22 0.73 0.00
H 1.67 -2.28 2.38 0.00
H 1.61 -3.87 2.21 0.00
O 1.23 -3.04 1.91 0.00
H 1.81 -0.11 -2.96 0.00
H 2.02 -1.32 -3.86 0.00
O 1.59 -1.07 -3.03 0.00
H -1.53 -0.68 -3.40 0.00
H -0.18 -1.41 -3.11 0.00
O -1.15 -1.54 -3.15 0.02
H 0.64 -0.11 3.57 0.00
H -0.79 -0.71 3.43 0.00
O -0.32 0.09 3.72 0.00
H -1.57 -2.27 -1.70 0.00
H -0.95 -2.88 -0.44 0.00
O -1.79 -2.55 -0.78 0.05
H 4.24 1.38 2.09 0.00
H 4.24 0.09 1.20 0.00
O 3.63 0.78 1.62 0.00
H 2.91 1.72 0.36 0.00
H 1.69 2.68 0.00 0.00
O 2.55 2.34 -0.33 0.00
H 2.69 2.05 -3.32 0.00
H 2.35 1.78 -1.81 0.00
O 2.06 1.57 -2.77 0.00
H -0.84 1.47 2.83 0.00
H -2.23 1.95 2.24 0.00
O -1.28 2.21 2.31 0.22
H -3.67 0.43 -2.78 0.00
H -4.93 -0.47 -2.83 0.00
O -4.45 0.14 -2.25 0.01
H 2.77 -1.07 3.95 0.00
H 2.73 -0.30 2.61 0.00
O 2.21 -0.93 3.18 0.00
H -1.84 -2.85 3.50 0.00
H -0.68 -2.66 2.48 0.00
O -1.49 -2.25 2.83 0.00
```

Entry from the Open Molecules 2025 dataset: a single C7H9N molecule in a non-equilibrium geometry (ωB97M-V/def2-TZVPD).

Summary:
Kohn-Sham gap	6.30	eV
E_LUMO	-0.341	eV
ΔE to the lowest compared entry with this formula, charge and spin	644.9	kJ/mol
HOMO energy	-0.244	Eh

```
17
Properties=species:S:1:pos:R:3:nbo_charge:R:1
C -0.76 -1.29 2.48 -0.49
C -1.22 -1.47 1.18 0.08
N -1.24 -0.22 0.33 -0.61
C 0.19 -0.15 0.48 0.17
C 0.37 -1.11 1.52 -0.20
C -0.11 1.66 -2.04 -0.66
C 1.15 1.31 -1.33 -0.13
C 1.18 0.28 -0.41 -0.27
H -0.45 -1.90 3.32 0.23
H -1.50 -2.43 0.76 0.20
H -1.73 0.42 0.97 0.36
H 1.12 -1.87 1.27 0.23
H -0.87 1.75 -1.27 0.23
H -0.37 0.95 -2.82 0.23
H -0.06 2.68 -2.46 0.21
H 2.14 1.58 -1.67 0.20
H 2.16 -0.18 -0.31 0.21
```

Entry from the Open Molecules 2025 dataset: a single CH3Br2P molecule in a non-equilibrium geometry (ωB97M-V/def2-TZVPD).

Summary:
Kohn-Sham gap	9.67	eV
E_LUMO	0.307	eV
ΔE to the lowest compared entry with this formula, charge and spin	156.7	kJ/mol
SMILES	BrCPBr
HOMO energy	-0.344	Eh

```
7
Properties=species:S:1:pos:R:3:nbo_charge:R:1
Br 1.89 0.44 -0.84 0.04
C 0.54 0.21 0.54 -0.82
P -0.80 -0.97 0.06 0.52
Br -2.15 0.49 -0.77 -0.23
H 0.94 -0.20 1.51 0.24
H 0.07 1.20 0.87 0.26
H -0.48 -1.17 -1.36 0.00
```

Entry from the Open Molecules 2025 dataset: a molecular structure, C19H12Cl2NO2S2Tc (ωB97M-V/def2-TZVPD).

Summary:
Kohn-Sham gap (alpha / beta)	6.45 / 6.61	eV
E_LUMO (alpha / beta)	-5.173 / -4.990	eV
multiplicity	2
ΔE to the lowest compared entry with this formula, charge and spin	0.0	kJ/mol
net charge	+1
HOMO energy (alpha / beta)	-0.427 / -0.426	Eh

```
39
Properties=species:S:1:pos:R:3:lowdin_spin:R:1
Tc -1.08 -0.86 0.71 0.85
S -0.71 -0.82 2.96 0.05
C 0.93 -1.00 2.37 0.01
N 0.92 -1.02 1.05 0.01
C 2.18 -1.32 0.52 0.00
C 2.51 -1.48 -0.82 0.00
C 3.82 -1.75 -1.14 0.00
C 4.80 -1.85 -0.14 0.00
C 4.47 -1.70 1.20 0.00
C 3.15 -1.43 1.51 0.00
S 2.44 -1.22 3.10 0.00
H 1.74 -1.41 -1.59 0.00
H 4.11 -1.89 -2.17 0.00
H 5.82 -2.06 -0.41 0.00
H 5.23 -1.78 1.97 0.00
Cl -4.66 -3.40 -1.33 0.00
C -3.91 -3.80 0.23 0.00
Cl -4.09 -5.49 0.63 0.00
C -2.45 -3.40 0.16 0.00
O -1.51 -4.12 0.19 0.01
O -2.32 -2.04 0.05 0.03
H -4.42 -3.21 0.99 0.00
C 0.73 3.95 -1.79 0.00
C 1.32 2.70 -1.52 0.00
C 0.64 1.73 -0.85 0.00
C -0.68 1.96 -0.40 0.01
C -1.48 1.01 0.32 0.00
C -2.76 1.30 0.75 0.01
C -3.33 2.55 0.46 0.00
C -2.60 3.48 -0.23 0.00
C -1.28 3.22 -0.67 0.00
C -0.54 4.20 -1.37 0.00
H 1.29 4.71 -2.33 0.00
H 2.33 2.51 -1.86 0.00
H 1.12 0.79 -0.65 0.00
H -3.34 0.58 1.31 0.00
H -4.34 2.77 0.79 0.00
H -3.03 4.45 -0.44 0.00
H -1.01 5.16 -1.57 0.00
```

Entry from the Open Molecules 2025 dataset: 2 unconnected molecules or ions with the total composition C3H12NO2S in a non-equilibrium geometry (ωB97M-V/def2-TZVPD).

Summary:
Kohn-Sham gap	10.19	eV
E_LUMO	-3.104	eV
ΔE to the lowest compared entry with this formula, charge and spin	26.7	kJ/mol
net charge	+1
HOMO energy	-0.488	Eh

```
19
Properties=species:S:1:pos:R:3:nbo_charge:R:1
C 1.59 -0.07 -0.06 -0.09
O 2.13 0.76 -1.11 -0.75
C 0.32 -0.64 -0.60 -0.07
C -0.42 -1.50 0.40 -0.57
S -2.06 -2.07 -0.08 0.04
N -0.52 0.48 -1.15 -0.69
H 2.23 -0.88 0.25 0.21
H 1.45 0.62 0.79 0.20
H 3.07 0.89 -0.97 0.51
H 0.50 -1.22 -1.46 0.23
H 0.14 -2.33 0.76 0.27
H -0.46 -0.97 1.35 0.23
H -2.69 -0.89 0.09 0.11
H -1.34 0.18 -1.68 0.45
H -0.88 1.12 -0.44 0.46
H 0.14 0.99 -1.75 0.46
H -1.18 2.58 1.61 0.50
H -1.08 1.31 2.47 0.50
O -0.95 1.64 1.57 -0.99
```

Entry from the Open Molecules 2025 dataset: a molecular structure, C17H28CaN8SSe3Te in a non-equilibrium geometry (ωB97M-V/def2-TZVPD).

Summary:
Kohn-Sham gap (alpha / beta)	3.90 / 6.26	eV
E_LUMO (alpha / beta)	2.248 / 2.246	eV
multiplicity	2
ΔE to the lowest compared entry with this formula, charge and spin	115.0	kJ/mol
net charge	-1
HOMO energy (alpha / beta)	-0.061 / -0.148	Eh

```
59
Properties=species:S:1:pos:R:3:lowdin_spin:R:1
Ca 0.86 -0.15 0.44 0.01
C 1.23 0.11 3.62 0.00
C -0.19 -0.44 3.45 0.00
N -0.80 -0.03 2.17 0.00
C -1.34 1.36 2.15 0.02
C -0.28 2.42 1.85 0.12
C -0.34 3.69 2.35 0.06
C 0.67 4.64 2.00 0.31
C 1.74 4.17 1.16 0.06
C 1.73 2.90 0.70 0.11
C 2.78 2.33 -0.25 0.02
N 2.93 0.87 -0.10 0.00
C 3.89 0.41 0.91 0.00
C 3.32 0.52 2.33 0.00
N 2.08 -0.27 2.48 0.01
N 0.73 1.99 1.00 0.23
H 1.65 -0.22 4.57 0.00
H 1.18 1.20 3.64 0.00
H -0.80 -0.11 4.30 0.00
H -0.16 -1.53 3.47 0.00
H -1.56 -0.67 1.96 0.00
H -1.84 1.61 3.09 0.00
H -2.09 1.38 1.35 0.01
H -1.16 3.97 3.00 0.00
H 0.64 5.65 2.37 0.03
H 2.55 4.83 0.89 0.00
H 3.73 2.86 -0.10 0.00
H 2.45 2.52 -1.28 0.01
H 3.16 0.44 -0.99 0.00
H 4.83 0.97 0.87 0.00
H 4.12 -0.64 0.70 0.00
H 3.08 1.56 2.53 0.00
H 4.09 0.21 3.05 0.00
H 2.31 -1.26 2.53 0.00
Se -2.92 -2.60 0.91 0.00
Se -1.48 -4.25 0.12 0.00
Te 0.56 -4.17 1.63 0.00
Se 2.39 -3.93 -0.07 0.00
C -2.28 -3.19 -4.01 0.00
C -3.30 -2.04 -4.04 0.00
C -4.31 -2.14 -2.90 0.00
C -2.65 -0.67 -4.15 0.00
N -1.77 -0.25 -3.04 0.00
C -1.42 -0.80 -1.89 0.00
N -0.56 0.01 -1.30 0.00
N -0.42 1.08 -2.12 0.00
N -1.14 0.93 -3.16 0.00
H -2.80 -4.15 -4.08 0.00
H -1.70 -3.22 -3.08 0.00
H -1.58 -3.12 -4.84 0.00
H -3.86 -2.12 -4.97 0.00
H -3.86 -2.19 -1.91 0.00
H -4.91 -3.04 -3.01 0.00
H -5.00 -1.28 -2.91 0.00
H -3.42 0.10 -4.26 0.00
H -2.02 -0.63 -5.05 0.00
H -1.76 -1.75 -1.48 0.00
S 2.88 -1.78 -2.02 0.00
C 2.13 -2.10 -0.59 0.00
```